Computed, not measured: a structure of composition C39H39BCuN6O4S2, with ωB97M-V/def2-TZVPD.

Summary:
Multiplicity = 2
Electronic energy = -4600.752075 hartree
Gap between HOMO and LUMO (spin up / spin down) = 0.204 / 0.204 Ha
HOMO (spin up / spin down) = -1.641 / -1.653 eV
Charge = -2
LUMO level (spin up / spin down) = 3.9 / 3.9 eV

Geometry (Å):
Cu  1.4884  -0.1042  1.2914
C  -0.9744  2.4667  4.1391
C  -0.1115  1.3858  3.5208
N  0.3362  1.5242  2.3185
N  0.0931  2.7917  1.7717
C  -0.2273  2.9214  0.5281
S  -0.5911  1.7907  -0.6822
S  -0.3391  4.6442  -0.0387
C  -1.7909  5.1874  0.9178
C  -3.0992  4.5917  0.4702
C  -3.6491  3.4773  1.0992
C  -4.8665  2.9506  0.6855
C  -5.5475  3.5205  -0.3811
C  -5.0041  4.6273  -1.0232
C  -3.7951  5.1569  -0.5973
C  0.1774  0.2110  4.3691
C  0.0030  0.3547  5.7551
C  0.1582  -0.6855  6.6478
C  0.4970  -1.9461  6.1478
C  0.7046  -2.1231  4.8010
C  0.5852  -1.0598  3.8653
O  0.8169  -1.3137  2.6252
H  -1.4901  3.0136  3.3671
H  -0.3526  3.1890  4.6770
H  -1.6988  2.0386  4.8282
H  -1.7973  6.2689  0.7694
H  -1.5817  4.9753  1.9655
H  -3.1222  3.0121  1.9183
H  -5.2754  2.0867  1.1964
H  -6.4897  3.1019  -0.7157
H  -5.5247  5.0786  -1.8598
H  -3.3798  6.0275  -1.0952
H  -0.2434  1.3326  6.1492
H  0.0348  -0.5229  7.7115
H  0.6155  -2.7857  6.8254
H  0.9997  -3.0877  4.4047
C  0.2576  -0.4438  -4.1847
O  1.1985  -1.4917  -4.4556
C  0.7105  -2.7650  -4.4537
C  0.7857  -3.4492  -5.6612
C  0.3513  -4.7562  -5.7918
C  -0.1798  -5.3960  -4.6793
C  -0.2391  -4.7333  -3.4685
C  0.2131  -3.4173  -3.3065
N  0.0688  -2.8771  -2.0251
C  0.7113  -1.8659  -1.3043
N  1.9174  -1.4915  -1.7713
C  2.7113  -0.3650  -1.4057
C  2.4813  0.4537  -0.3106
C  3.3288  1.5684  -0.1807
C  4.3658  1.8253  -1.0514
C  4.6262  0.9479  -2.1064
C  3.7947  -0.1392  -2.2746
O  3.9511  -1.0738  -3.2767
C  5.0205  -0.8847  -4.1674
N  0.1813  -1.4150  -0.2184
C  -1.1379  -1.7695  0.1377
C  -1.3873  -2.5204  1.2845
C  -2.6824  -2.7288  1.7492
C  -3.7573  -2.1947  1.0586
C  -3.5400  -1.5110  -0.1322
C  -2.2498  -1.3378  -0.6142
O  -1.9939  -0.8170  -1.8423
C  -2.9709  0.0484  -2.3964
H  0.8374  0.4669  -4.0562
H  -0.3165  -0.6265  -3.2812
H  -0.4249  -0.3354  -5.0328
H  1.1860  -2.9052  -6.5083
H  0.4184  -5.2618  -6.7470
H  -0.5352  -6.4167  -4.7485
H  -0.6364  -5.2410  -2.5954
H  -0.6512  -3.3110  -1.4711
H  2.2144  -1.9143  -2.6326
H  3.1709  2.2435  0.6544
H  5.0061  2.6886  -0.9076
H  5.4667  1.1176  -2.7649
H  4.9507  -1.6794  -4.9076
H  5.9855  -0.9497  -3.6557
H  4.9567  0.0827  -4.6742
H  -0.5328  -2.8963  1.8299
H  -2.8380  -3.2876  2.6640
H  -4.7696  -2.3212  1.4260
H  -4.3822  -1.1164  -0.6845
H  -2.5207  0.4918  -3.2823
H  -3.2275  0.8457  -1.6985
H  -3.8713  -0.4989  -2.6904
B  5.1144  0.2368  4.4147
C  3.9719  0.1923  3.3114
N  3.1620  0.1609  2.4900
H  4.7060  -0.3326  5.4119
H  5.3721  1.4043  4.6542
H  6.0919  -0.3352  3.9584

Cartesian forces (eV/Å) of the 6 atoms listed first:
-0.1865 -0.0280 -0.6651
0.1279 -0.0672 0.1124
-0.0099 0.0978 -0.1387
-0.4481 0.2005 -0.3416
0.2396 0.4080 0.2276
-0.0902 -0.7215 -0.3245

---

Computed, not measured: a cluster of 3 separate species, C2H2N2O in total in a non-equilibrium geometry, with ωB97M-V/def2-TZVPD.

Summary:
Electronic energy = -261.949413 hartree
Gap between HOMO and LUMO (spin up / spin down) = 0.289 / 0.294 Ha
HOMO (spin up / spin down) = -10.844 / -11.017 eV
Charge = 0
LUMO level (spin up / spin down) = -3.0 / -3.0 eV

Geometry (Å):
C  -1.0050  -1.1508  -1.1362
C  1.0339  0.3285  0.0875
N  -0.8490  -2.2371  -1.5848
N  -1.1639  -0.0470  -0.6024
O  2.0039  0.9136  0.0505
H  0.1324  0.8943  1.3257
H  -0.1523  1.2984  1.8596

Cartesian forces (eV/Å) of the 6 atoms listed first:
-0.3315 0.5222 0.4247
2.4067 -0.0172 -0.8347
0.1688 -1.1565 -0.6292
-0.5808 0.4137 -0.1786
-0.6544 -0.3674 -0.1705
-0.5475 0.0237 0.5356

---

Which of these has the highest charge? C2H2N2O

---

The highest electronic energy belongs to which entry? C2H2N2O

---

What is the formula in the first record? C39H39BCuN6O4S2

---

charge of number 1 (C39H39BCuN6O4S2)? -2